{
  "formula": "C19H37F5N6O15P2S",
  "method": "ωB97M-V/def2-TZVPD",
  "species": ["C", "P", "C", "P", "C", "C", "C", "S", "O", "O", "O", "C", "F", "F", "C", "C", "C", "C", "C", "C", "F", "F", "F", "C", "H", "H", "H", "H", "H", "H", "H", "H", "H", "H", "H", "H", "H", "H", "H", "H", "H", "H", "H", "C", "N", "O", "O", "H", "H", "H", "C", "N", "O", "O", "H", "H", "H", "C", "N", "O", "O", "H", "H", "H", "C", "N", "O", "O", "H", "H", "H", "C", "N", "O", "O", "H", "H", "H", "C", "N", "O", "O", "H", "H", "H"],
  "xyz": [[-0.5984, -6.0463, -2.0706], [0.8148, -5.0655, -2.7199], [1.7920, -4.8863, -1.1671], [-0.2708, -3.0832, -3.0388], [1.2917, -2.1196, -3.1624], [1.6562, -1.3676, -1.8826], [2.9296, -0.5263, -1.9999], [4.4664, -1.3934, -1.9820], [5.5055, -0.4188, -2.0586], [4.4138, -2.3546, -0.9204], [4.5156, -2.1852, -3.3512], [-1.4308, -1.5019, -3.4491], [-1.8631, -1.6659, -4.7478], [-0.7137, -0.3147, -3.4493], [-2.6031, -1.3700, -2.5288], [-3.8911, -1.6793, -2.9315], [-4.9460, -1.5658, -2.0418], [-4.7297, -1.1460, -0.7503], [-3.4401, -0.8374, -0.3521], [-3.1900, -0.4082, 1.0647], [-4.2049, 0.3582, 1.5548], [-2.0492, 0.3275, 1.1923], [-3.0597, -1.4719, 1.9075], [-2.3815, -0.9479, -1.2332], [-0.4268, -7.1093, -2.2124], [-0.7587, -5.8357, -1.0103], [-1.5101, -5.7502, -2.5958], [1.2410, -4.3745, -0.3718], [2.0795, -5.8738, -0.8059], [2.7091, -4.3218, -1.3471], [-1.0498, -3.2694, -1.8546], [-0.7592, -3.6436, -4.2406], [2.0594, -2.8631, -3.3743], [1.2645, -1.4475, -4.0196], [1.7387, -2.0509, -1.0361], [0.8690, -0.6524, -1.6374], [2.8991, 0.0947, -2.8958], [3.0254, 0.1153, -1.1241], [4.1760, -3.0847, -3.2339], [-4.0842, -2.0030, -3.9443], [-5.9474, -1.8051, -2.3725], [-5.5586, -1.0745, -0.0603], [-1.3761, -0.6999, -0.9166], [-2.6229, 0.3273, 4.4068], [-1.8069, 1.1577, 5.3325], [-1.6502, 2.3307, 5.0546], [-1.3508, 0.6122, 6.3116], [-2.9581, 0.9554, 3.5954], [-2.0001, -0.4889, 4.0594], [-3.4620, -0.0551, 4.9810], [8.5962, -0.8866, -1.6706], [9.7528, 0.0460, -1.7609], [9.5163, 1.1999, -2.0633], [10.8536, -0.3965, -1.5255], [7.6932, -0.3411, -1.9061], [8.7744, -1.6909, -2.3781], [8.5742, -1.2747, -0.6566], [8.0255, 3.9095, -1.6421], [6.8802, 4.8192, -1.9195], [7.1190, 5.9277, -2.3462], [5.7695, 4.3824, -1.6984], [8.9430, 4.4314, -1.8823], [7.9774, 3.6444, -0.5909], [7.8982, 3.0249, -2.2554], [-7.7907, 1.0770, 2.4146], [-7.1867, -0.2755, 2.2694], [-7.5518, -0.9644, 1.3390], [-6.3478, -0.5977, 3.0818], [-8.5089, 1.2140, 1.6164], [-8.2586, 1.1171, 3.3933], [-6.9797, 1.7962, 2.3488], [-0.9256, 4.6713, 7.2306], [-1.2932, 5.9977, 7.7983], [-1.7373, 6.8357, 7.0428], [-1.1245, 6.1506, 8.9889], [-1.1302, 4.6813, 6.1687], [0.1287, 4.5129, 7.4341], [-1.5214, 3.9217, 7.7409], [-3.6093, 3.5474, 0.5093], [-4.7756, 3.7947, -0.3813], [-4.6731, 4.6340, -1.2441], [-5.7649, 3.1201, -0.1694], [-2.7996, 4.2100, 0.2299], [-3.9421, 3.7351, 1.5255], [-3.3349, 2.5053, 0.3883]],
  "mulliken_charge": [-1.049, -0.028, -0.902, 0.091, -0.867, 0.410, -1.360, 1.208, -0.611, -0.612, -0.511, 0.919, -0.345, -0.314, -0.112, -0.840, -0.734, -0.694, 0.009, 0.785, -0.038, -0.278, -0.324, -0.086, 0.372, 0.324, 0.367, 0.298, 0.423, 0.186, 0.051, 0.106, 0.367, 0.538, 0.226, -0.084, 0.449, 0.433, 0.402, 0.511, 0.454, 0.350, 0.478, -0.441, 0.935, -0.526, -0.567, 0.026, 0.301, 0.276, -0.599, 0.899, -0.533, -0.568, 0.277, 0.287, 0.288, -0.670, 0.868, -0.527, -0.536, 0.323, 0.264, 0.286, -0.688, 0.927, -0.573, -0.497, 0.306, 0.276, 0.238, -0.661, 0.868, -0.523, -0.529, 0.300, 0.276, 0.266, -0.448, 0.935, -0.546, -0.542, 0.323, 0.285, -0.025],
  "charge": 0,
  "multiplicity": 1,
  "homo_ha": -0.3039,
  "e_above_lowest_kcal_mol": 0.0,
  "lumo_energy_ev": -0.12
}